Record 1
Here is a cluster of 7 separate species, C18H53N3O10 in total in a non-equilibrium geometry from the Open Molecules 2025 dataset. Energies are from ωB97M-V with the def2-TZVPD basis set.

Values from the calculation:
- relative energy (zero: lowest compared OMol25 entry of this formula, charge and spin) (kJ/mol) = 224.3
- SMILES = COCCNCCOC.COCCNCCOC.COCCNCCOC.O.O.O.O
- HOMO-LUMO gap (eV) = 9.3
- total energy (eV) = -44465.7492

Bonds (Å) are listed after each position.
Geometry (Å):
1 C 4.07 3.33 -3.03  O2 1.409, H10 1.103, H11 1.100, H12 1.064
2 O 3.06 2.52 -2.47  C1 1.409, C3 1.457
3 C 2.28 1.90 -3.53  O2 1.457, C4 1.480, H13 1.199, H14 1.064
4 C 1.12 1.18 -2.97  C3 1.480, N5 1.448, H15 1.106, H16 1.090
5 N 0.09 2.14 -2.61  C4 1.448, C6 1.428, H17 1.030
6 C -1.04 1.41 -2.15  N5 1.428, C7 1.628, H18 1.155, H19 1.102
7 C -2.11 2.49 -1.56  C6 1.628, O8 1.389, H20 1.088, H21 1.041
8 O -1.63 3.01 -0.37  C7 1.389, C9 1.409
9 C -2.67 3.77 0.20  O8 1.409, H22 1.126, H23 1.066, H24 1.095
10 H 4.85 3.42 -2.25  C1 1.103
11 H 3.76 4.36 -3.25  C1 1.100
12 H 4.45 2.96 -3.95  C1 1.064
13 H 2.91 1.07 -4.13  C3 1.199
14 H 2.10 2.59 -4.31  C3 1.064
15 H 1.33 0.46 -2.16  C4 1.106
16 H 0.73 0.59 -3.80  C4 1.090
17 H 0.31 2.83 -1.87  N5 1.030
18 H -0.86 0.61 -1.34  C6 1.155
19 H -1.48 0.93 -3.04  C6 1.102
20 H -2.99 1.87 -1.42  C7 1.088
21 H -2.30 3.25 -2.25  C7 1.041
22 H -2.51 3.91 1.30  C9 1.126
23 H -3.60 3.28 0.03  C9 1.066
24 H -2.72 4.75 -0.27  C9 1.095
25 C -1.93 1.35 3.77  O26 1.488, H34 1.026, H35 1.122, H36 1.077
26 O -0.48 1.53 4.09  C25 1.488, C27 1.383
27 C 0.04 2.44 3.19  O26 1.383, C28 1.537, H37 1.133, H38 1.105
28 C 1.54 2.50 3.53  C27 1.537, N29 1.477, H39 1.121, H40 1.112
29 N 2.35 1.38 3.01  C28 1.477, C30 1.464, H41 1.008
30 C 2.56 1.25 1.57  N29 1.464, C31 1.529, H42 1.070, H43 1.083
31 C 3.82 0.54 1.09  C30 1.529, O32 1.406, H44 1.136, H45 1.117
32 O 3.80 -0.80 1.53  C31 1.406, C33 1.415
33 C 5.11 -1.31 1.68  O32 1.415, H46 1.100, H47 1.123, H48 1.053
34 H -2.31 0.81 4.56  C25 1.026
35 H -1.92 0.79 2.80  C25 1.122
36 H -2.46 2.28 3.62  C25 1.077
37 H -0.51 3.41 3.36  C27 1.133
38 H -0.01 2.16 2.12  C27 1.105
39 H 1.62 2.59 4.64  C28 1.121
40 H 1.99 3.45 3.17  C28 1.112
41 H 2.04 0.48 3.35  N29 1.008
42 H 2.52 2.22 1.11  C30 1.070
43 H 1.76 0.68 1.11  C30 1.083
44 H 4.69 1.07 1.59  C31 1.136
45 H 3.85 0.60 -0.02  C31 1.117
46 H 5.72 -0.49 2.08  C33 1.100
47 H 5.61 -1.52 0.70  C33 1.123
48 H 5.08 -2.16 2.31  C33 1.053
49 C -6.29 -2.39 -0.66  O50 1.412, H58 1.111, H59 1.081, H60 1.093
50 O -5.45 -2.42 -1.80  C49 1.412, C51 1.438
51 C -4.05 -2.27 -1.54  O50 1.438, C52 1.517, H61 1.055, H62 1.107
52 C -3.35 -2.01 -2.86  C51 1.517, N53 1.463, H63 1.098, H64 1.129
53 N -1.89 -2.03 -2.73  C52 1.463, C54 1.459, H65 1.007
54 C -1.26 -3.35 -2.80  N53 1.459, C55 1.527, H66 1.141, H67 1.090
55 C 0.25 -3.34 -2.60  C54 1.527, O56 1.415, H68 1.131, H69 1.108
56 O 0.45 -2.79 -1.31  C55 1.415, C57 1.391
57 C 1.78 -2.51 -0.99  O56 1.391, H70 1.104, H71 1.070, H72 1.083
58 H -6.45 -1.33 -0.36  C49 1.111
59 H -5.91 -2.96 0.17  C49 1.081
60 H -7.25 -2.76 -1.04  C49 1.093
61 H -3.64 -3.01 -0.90  C51 1.055
62 H -3.99 -1.34 -0.94  C51 1.107
63 H -3.78 -1.14 -3.36  C52 1.098
64 H -3.80 -2.82 -3.50  C52 1.129
65 H -1.63 -1.72 -1.81  N53 1.007
66 H -1.56 -3.88 -3.76  C54 1.141
67 H -1.72 -3.95 -2.01  C54 1.090
68 H 0.75 -2.75 -3.42  C55 1.131
69 H 0.78 -4.31 -2.67  C55 1.108
70 H 2.43 -3.32 -1.38  C57 1.104
71 H 1.87 -2.40 0.07  C57 1.070
72 H 2.11 -1.57 -1.40  C57 1.083
73 O 0.27 -0.87 5.21  H74 0.929, H75 0.990
74 H 0.37 -0.70 6.12  O73 0.929
75 H 0.22 0.03 4.79  O73 0.990
76 O -0.95 -3.23 3.20  H77 0.945, H78 0.945
77 H -1.10 -2.72 2.42  O76 0.945
78 H -1.07 -2.60 3.89  O76 0.945
79 O -1.28 -1.82 0.68  H80 0.969, H81 1.021
80 H -0.66 -1.13 0.97  O79 0.969
81 H -0.64 -2.47 0.22  O79 1.021
82 O 1.32 -1.77 2.25  H83 0.949, H84 1.035
83 H 2.26 -1.62 2.22  O82 0.949
84 H 1.23 -2.58 2.88  O82 1.035

=====

Record 2
Here is the molecule C2H4OS2 in a non-equilibrium geometry from the Open Molecules 2025 dataset. Energies are from ωB97M-V with the def2-TZVPD basis set.

Values from the calculation:
- relative energy (zero: lowest compared OMol25 entry of this formula, charge and spin) (kJ/mol) = 59.8
- SMILES = OC(=S)CS
- HOMO-LUMO gap (eV) = 9.1
- total energy (eV) = -25855.8756

Bonds (Å) are listed after each position.
Geometry (Å):
1 O 0.68 1.60 -0.05  C2 1.401, H6 0.944
2 C 0.94 0.23 0.02  O1 1.401, S3 1.644, C4 1.533
3 S 2.49 -0.33 0.05  C2 1.644
4 C -0.22 -0.77 -0.15  C2 1.533, S5 1.854, H7 1.126, H8 1.051
5 S -1.94 -0.11 -0.01  C4 1.854, H9 1.331
6 H -0.20 1.81 -0.32  O1 0.944
7 H -0.02 -1.76 0.35  C4 1.126
8 H 0.04 -0.91 -1.16  C4 1.051
9 H -1.77 0.24 1.27  S5 1.331

=====

Record 3
Here is a cluster of 12 separate species, C8H40N16O12 in total in a non-equilibrium geometry from the Open Molecules 2025 dataset. Energies are from ωB97M-V with the def2-TZVPD basis set.

Values from the calculation:
- relative energy (zero: lowest compared OMol25 entry of this formula, charge and spin) (kJ/mol) = 510.3
- SMILES = NC(N)=O.NC(N)=O.NC(N)=O.NC(N)=O.NC(N)=O.NC(N)=O.NC(N)=O.NC(N)=O.O.O.O.O
- HOMO-LUMO gap (eV) = 7.7
- total energy (eV) = -57361.3880

Bonds (Å) are listed after each position.
Geometry (Å):
1 N -3.17 1.58 -0.38  C2 1.300, H5 1.010, H6 1.010
2 C -3.98 2.57 -0.17  N1 1.300, N3 1.315, O4 1.192
3 N -3.49 3.68 -0.68  C2 1.315, H7 1.010, H8 1.010
4 O -4.98 2.44 0.46  C2 1.192
5 H -2.28 1.59 -0.86  N1 1.010
6 H -3.57 0.66 -0.24  N1 1.010
7 H -2.59 3.70 -1.13  N3 1.010
8 H -4.01 4.54 -0.77  N3 1.010
9 N 3.39 3.39 0.68  C10 1.344, H13 1.010, H14 1.010
10 C 3.26 2.88 -0.56  N9 1.344, N11 1.266, O12 1.201
11 N 2.75 1.72 -0.50  C10 1.266, H15 1.010, H16 1.010
12 O 3.37 3.51 -1.57  C10 1.201
13 H 3.74 4.34 0.73  N9 1.010
14 H 3.47 2.77 1.47  N9 1.010
15 H 2.54 1.28 -1.39  N11 1.010
16 H 2.40 1.44 0.40  N11 1.010
17 N -3.33 -3.14 -1.97  C18 1.272, H21 1.010, H22 1.010
18 C -3.87 -4.12 -2.58  N17 1.272, N19 1.287, O20 1.188
19 N -3.53 -5.28 -2.13  C18 1.287, H23 1.010, H24 1.010
20 O -4.70 -3.90 -3.40  C18 1.188
21 H -3.69 -2.24 -2.26  N17 1.010
22 H -2.62 -3.27 -1.27  N17 1.010
23 H -3.72 -6.15 -2.60  N19 1.010
24 H -2.83 -5.20 -1.41  N19 1.010
25 N 0.76 4.92 3.00  C26 1.324, H29 1.010, H30 1.010
26 C 0.04 3.85 2.69  N25 1.324, N27 1.344, O28 1.196
27 N 0.30 3.33 1.48  C26 1.344, H31 1.010, H32 1.010
28 O -0.93 3.47 3.29  C26 1.196
29 H 1.56 5.31 2.53  N25 1.010
30 H 0.43 5.41 3.82  N25 1.010
31 H -0.32 2.59 1.20  N27 1.010
32 H 1.10 3.63 0.94  N27 1.010
33 N 2.05 -6.44 2.66  C34 1.268, H37 1.010, H38 1.010
34 C 1.40 -5.74 1.82  N33 1.268, N35 1.284, O36 1.266
35 N 2.02 -4.62 1.70  C34 1.284, H39 1.010, H40 1.010
36 O 0.29 -6.05 1.31  C34 1.266
37 H 1.68 -7.26 3.10  N33 1.010
38 H 2.95 -6.14 2.99  N33 1.010
39 H 1.39 -3.94 1.31  N35 1.010
40 H 2.98 -4.46 1.94  N35 1.010
41 N 0.12 -2.12 0.44  C42 1.254, H45 1.010, H46 1.010
42 C -0.38 -1.30 -0.37  N41 1.254, N43 1.323, O44 1.231
43 N 0.42 -0.25 -0.40  C42 1.323, H47 1.010, H48 1.010
44 O -1.48 -1.30 -0.92  C42 1.231
45 H 0.92 -1.74 0.92  N41 1.010
46 H -0.38 -2.97 0.65  N41 1.010
47 H 1.30 -0.44 0.07  N43 1.010
48 H 0.18 0.58 -0.92  N43 1.010
49 N 0.72 4.39 -1.62  C50 1.321, H53 1.010, H54 1.010
50 C 0.03 3.39 -2.14  N49 1.321, N51 1.312, O52 1.215
51 N -0.55 3.64 -3.29  C50 1.312, H55 1.010, H56 1.010
52 O -0.15 2.35 -1.54  C50 1.215
53 H 0.69 5.30 -2.05  N49 1.010
54 H 1.40 4.12 -0.92  N49 1.010
55 H -0.56 4.48 -3.85  N51 1.010
56 H -0.72 2.72 -3.67  N51 1.010
57 N 4.03 0.28 1.93  C58 1.317, H61 1.010, H62 1.010
58 C 2.79 -0.05 2.22  N57 1.317, N59 1.288, O60 1.203
59 N 2.30 0.73 3.12  C58 1.288, H63 1.010, H64 1.010
60 O 2.22 -0.97 1.69  C58 1.203
61 H 4.52 -0.10 1.13  N57 1.010
62 H 4.49 0.74 2.71  N57 1.010
63 H 2.68 1.60 3.45  N59 1.010
64 H 1.34 0.54 3.35  N59 1.010
65 O 2.61 -0.40 -2.61  H66 0.957, H67 0.957
66 H 1.98 -0.93 -3.10  O65 0.957
67 H 3.30 -1.01 -2.36  O65 0.957
68 O -3.46 -1.32 0.77  H69 0.957, H70 0.957
69 H -3.16 -0.80 1.52  O68 0.957
70 H -2.69 -1.40 0.22  O68 0.957
71 O -1.86 -4.59 0.42  H72 0.957, H73 0.957
72 H -0.98 -4.90 0.66  O71 0.957
73 H -2.45 -5.12 0.96  O71 0.957
74 O -1.79 0.45 -3.30  H75 0.957, H76 0.957
75 H -1.77 0.02 -4.15  O74 0.957
76 H -1.92 -0.26 -2.67  O74 0.957